(1)
Formula: C7H8N2O
Source: the OMol25 dataset
Level of theory: ωB97M-V/def2-TZVPD

Geometry (Å):
C 2.14675 1.27287 -0.47653
C 2.29781 0.70440 -1.73424
C 2.00789 0.49166 0.66081
C 2.42450 -0.70954 -1.78647
C 2.07434 -0.90593 0.42484
C -1.58074 0.93039 0.45767
C -2.74104 -0.90194 1.18967
N 2.24825 -1.48494 -0.67222
N -1.68668 -0.40804 0.38707
O -2.16676 0.46171 -0.60023
H -0.66979 1.34273 0.65536
H 2.38176 1.30167 -2.65334
H 1.78248 0.87053 1.67899
H 2.70914 -1.29202 -2.72492
H -2.20272 1.53111 1.04100
H -3.65781 -0.38432 1.19366
H -2.97419 -1.82085 0.74321
H -2.39320 -0.99948 2.21566

Atoms 1-6, force components in eV/Å:
-0.4 -2.1 0.3
0.5 -0.7 0.0
-0.4 1.0 1.2
0.2 -0.8 -0.8
-0.2 1.2 -0.3
0.6 3.4 3.6

For the LUMO energy (alpha / beta), the calculation gives -0.242 / -1.006 eV. The gap between HOMO and LUMO (alpha / beta) comes out at 9.39 / 7.79 eV. The total charge is 0. As for the energy relative to the best compared isomer or geometry (same formula, charge and spin): 835.69 kJ/mol.

These are the Löwdin partial charges, in e, on atoms 1 to 8: C 0.051; C -0.097; C -0.162; C -0.120; C -0.037; C -0.327; C -0.079; N 0.051



(2)
Formula: C2H2Li2O2
Source: the OMol25 dataset
Level of theory: ωB97M-V/def2-TZVPD

Geometry (Å):
O -0.53877 0.78764 -0.74053
C -0.50617 0.31902 0.46357
C 0.61904 -0.47914 0.82145
O 1.49672 -0.68428 -0.06932
Li 1.39039 0.87310 -1.21386
Li -1.61741 0.02051 -2.04322
H -1.44632 0.21901 1.02347
H 0.60252 -1.05586 1.75844

Atoms 1-6, force components in eV/Å:
-0.2 0.5 -1.2
-0.4 -1.3 0.4
0.0 -0.6 -0.8
0.0 0.7 0.8
-0.1 -0.4 0.4
0.1 0.3 0.4

For the LUMO energy (alpha / beta), the calculation gives -4.637 / -4.700 eV. The spin multiplicity is 2. The gap between HOMO and LUMO (alpha / beta) comes out at 7.46 / 9.51 eV. The total charge is +1. As for the energy relative to the best compared isomer or geometry (same formula, charge and spin): 0.00 kJ/mol.

Formally, the Löwdin partial charges of the atoms, in units of the elementary charge, are as follows: O -0.329; C -0.269; C -0.248; O -0.121; Li 0.828; Li 0.880; H 0.126; H 0.134



(3)
Formula: C3H10N2O
Source: the OMol25 dataset
Level of theory: ωB97M-V/def2-TZVPD

Geometry (Å):
C 2.14248 -1.06661 1.59710
C -0.25634 -0.74939 1.92707
N 0.81168 -0.59673 1.23156
H 2.22651 -1.39028 2.64525
H 2.87851 -0.27497 1.42292
H 2.37038 -1.94067 0.95521
H -0.13571 -0.81177 2.99775
H -1.23053 -0.56212 1.54405
H 0.60284 -0.60205 0.20021
N -1.24233 2.16453 -2.18390
C -1.33656 0.54926 -2.29578
O -1.17882 -0.01979 -1.10431
H -2.18241 2.39941 -1.85416
H -0.69766 2.30318 -1.33446
H -2.26605 0.33293 -2.81534
H -0.50598 0.26508 -2.93316

Atoms 1-6, force components in eV/Å:
0.8 -0.1 0.2
1.6 1.6 0.7
-1.6 -2.1 -1.0
-0.4 0.3 -0.3
-0.2 -0.2 -0.1
-0.1 0.6 0.3

For the LUMO energy, the calculation gives -1.685 eV. The gap between HOMO and LUMO comes out at 4.62 eV. The total charge is 0. As for the energy relative to the best compared isomer or geometry (same formula, charge and spin): 460.83 kJ/mol.

These are the Löwdin partial charges, in e, on atoms 1 to 8: C -0.028; C 0.172; N 0.006; H 0.099; H 0.101; H 0.115; H 0.111; H 0.101



(4)
Formula: C28H36As3Cl2F6HfNO4Sb
Source: the OMol25 dataset
Level of theory: ωB97M-V/def2-TZVPD

Geometry (Å):
Hf -0.35641 -1.21250 0.68150
Cl -3.59964 -6.76469 4.43078
C -3.07352 -5.32616 3.64409
C -3.96189 -4.22237 3.57564
C -3.62110 -3.06334 2.94296
Cl -4.75800 -1.76996 2.83154
C -2.35602 -2.90893 2.32393
O -2.07390 -1.83794 1.67779
C -1.43326 -4.00759 2.47405
C -0.12331 -3.93716 2.07074
O 0.46911 -2.86276 1.60915
C -1.84366 -5.22920 3.10281
H -4.94107 -4.31011 4.02946
H 0.49533 -4.82512 2.15804
H -1.14683 -6.05511 3.16528
C -2.71166 1.25615 3.00729
As -1.51037 1.18736 1.50031
C -0.05918 2.21382 2.29831
C -2.38669 2.58013 0.43588
C -1.80756 3.08559 -0.89834
C -2.78770 4.15868 -1.40905
C -1.74580 1.97213 -1.95233
As -0.52730 0.43083 -1.73113
C -1.48137 -0.64100 -3.04429
C 0.91989 0.94209 -2.93005
C -0.42107 3.72309 -0.66065
As 0.06750 5.21945 -1.80919
C 1.61220 6.00697 -0.97615
C 0.67353 4.60366 -3.52750
H -2.78585 2.29090 3.33556
H -2.29948 0.64338 3.80671
H -3.69175 0.87295 2.73807
H -0.44577 3.17640 2.63293
H 0.77603 2.35234 1.61557
H 0.30428 1.65951 3.16106
H -2.49563 3.41998 1.12578
H -3.39225 2.19654 0.24714
H -3.80154 3.76564 -1.47567
H -2.50858 4.49945 -2.41372
H -2.80901 5.02362 -0.73986
H -1.51230 2.39044 -2.93499
H -2.73721 1.52126 -2.03249
H -1.67074 -0.02993 -3.92558
H -2.42005 -0.99537 -2.62603
H -0.87915 -1.50349 -3.32233
H 0.47824 1.35960 -3.83348
H 1.47677 0.04287 -3.18533
H 1.61393 1.64996 -2.47885
H 0.40570 3.01595 -0.78782
H -0.35226 4.15113 0.34026
H 1.37029 6.35871 0.02380
H 1.97682 6.83764 -1.57635
H 2.36460 5.21574 -0.93351
H -0.10399 4.04479 -4.04138
H 1.54367 3.97383 -3.33021
H 0.96477 5.46050 -4.13211
O -0.87419 -4.49774 -0.62767
C -0.50693 -3.38138 -0.86626
O -1.22250 -2.26776 -0.71809
C 0.92728 -3.09298 -1.24703
C 1.71779 -4.11520 -1.77123
C 3.03934 -3.84481 -1.97815
C 3.55234 -2.56903 -1.66547
C 4.92349 -2.25820 -1.84389
C 5.39921 -1.02633 -1.51611
C 4.51614 -0.04104 -1.01780
C 3.18984 -0.30679 -0.84047
C 2.67547 -1.58748 -1.14404
N 1.34889 -1.87740 -0.93220
H 1.27241 -5.07778 -1.97636
H 3.70585 -4.60313 -2.37138
H 5.58165 -3.02124 -2.23997
H 6.44969 -0.79787 -1.63286
H 4.90772 0.93494 -0.76192
H 2.52804 0.44759 -0.44502
F 1.23571 -0.20153 1.24546
Sb 1.78984 -1.47292 3.17390
F -0.11915 -0.93440 3.05140
F 1.88980 -3.21386 3.79850
F 1.42645 -1.06286 4.94669
F 2.99416 -2.02463 1.89017
F 2.77184 0.09347 3.21173

Atoms 1-6, force components in eV/Å:
-1.0 1.7 0.1
0.0 0.1 0.0
-0.2 0.0 0.1
-0.1 -0.1 0.1
-0.1 0.0 -0.1
0.0 -0.1 0.0

For the LUMO energy (alpha / beta), the calculation gives -6.126 / -8.978 eV. The spin multiplicity is 2. The gap between HOMO and LUMO (alpha / beta) comes out at 7.02 / 4.17 eV. The total charge is +2. As for the energy relative to the best compared isomer or geometry (same formula, charge and spin): 266.10 kJ/mol.

These are the Löwdin partial charges, in e, on atoms 1 to 8: Hf 1.367; Cl 0.744; C -0.646; C -0.053; C -0.550; Cl 0.769; C -0.302; O -0.218



(5)
Formula: C18H35AsClO2ScSi2Te
Source: the OMol25 dataset
Level of theory: ωB97M-V/def2-TZVPD

Geometry (Å):
Sc 1.14646 0.44811 0.05911
Cl 4.89524 4.45449 5.09757
C 3.81172 3.44182 4.14709
C 2.53972 3.28642 4.56747
C 1.56865 2.69143 3.70691
C 1.93516 2.08178 2.53331
O 1.19248 1.31340 1.75393
C 3.29191 2.28142 2.10642
C 3.77018 1.74517 0.86683
O 3.05079 1.12715 0.02741
C 4.26287 2.95803 2.91181
H 2.11700 3.74924 5.46682
H 0.53728 2.71085 4.03743
H 4.76572 1.89785 0.50837
H 5.23729 3.12025 2.47672
C 1.38791 -5.07276 1.24147
Si 0.96387 -3.34226 0.94359
C 2.34572 -2.09568 1.17592
C -0.41402 -2.58574 1.94713
C 0.44563 -3.41077 -0.87284
Te -0.03178 -1.62070 -1.95436
C -2.11195 -1.55120 -1.12946
Si -3.49357 -1.77470 -2.47974
C -5.08383 -2.11978 -1.63032
C -3.71928 -0.20990 -3.46675
C -2.83275 -3.17186 -3.43620
H 1.55299 -5.26602 2.31838
H 2.18059 -5.35647 0.52639
H 0.50083 -5.67892 0.91083
H 3.20153 -2.42318 1.74764
H 2.06969 -1.22470 1.80744
H 2.85384 -1.82614 0.13474
H -0.21942 -2.27861 2.99490
H -1.37770 -3.00950 1.94821
H -0.62313 -1.55210 1.51158
H -0.47406 -4.05555 -0.85628
H 1.08819 -4.02269 -1.46862
H -2.07760 -0.65289 -0.50429
H -2.22818 -2.42635 -0.40321
H -5.46375 -1.21039 -1.17271
H -4.96042 -2.80315 -0.83791
H -5.83471 -2.46270 -2.29085
H -3.69187 0.64476 -2.84299
H -4.70861 -0.16495 -3.88199
H -3.01291 -0.09833 -4.32536
H -2.90984 -4.09214 -2.85788
H -1.85840 -3.02014 -3.88826
H -3.55089 -3.26464 -4.30772
C 1.47850 4.03914 -1.13108
As 0.06156 2.71778 -0.95788
C -0.81756 2.82729 -2.63217
C -1.02975 3.58520 0.36417
H 1.03330 4.87889 -1.64087
H 2.38338 3.72458 -1.68463
H 1.70182 4.33538 -0.07135
H -0.91249 3.76172 -3.03916
H -1.91287 2.47077 -2.44559
H -0.28590 2.22147 -3.36479
H -1.07803 4.66121 0.15446
H -0.56420 3.38602 1.35040
H -2.09230 3.28327 0.23082

Atoms 1-6, force components in eV/Å:
0.7 -0.3 0.7
-0.4 -0.6 -0.3
3.1 1.0 -0.5
-3.2 -0.2 -0.9
0.0 0.1 1.2
1.8 0.2 -0.4

For the LUMO energy, the calculation gives -7.351 eV. The gap between HOMO and LUMO comes out at 7.12 eV. The total charge is +2.

These are the Löwdin partial charges, in e, on atoms 1 to 8: Sc 0.808; Cl 0.711; C -0.619; C -0.040; C 0.037; C -0.309; O -0.203; C -0.106



(6)
Formula: C17H25N3O3S
Source: the OMol25 dataset
Level of theory: ωB97M-V/def2-TZVPD

Geometry (Å):
C -5.84102 -0.14128 -2.67165
C -4.34137 -0.14636 -2.78267
C -3.64927 -1.36775 -2.85577
C -2.25295 -1.40208 -2.91322
C -1.54202 -0.20317 -2.82487
S 0.24066 -0.21995 -2.66751
O 0.68871 -1.43037 -3.30205
O 0.73974 1.06408 -3.07319
N 0.35394 -0.34037 -1.05097
C 1.42920 -0.59385 -0.32277
O 2.63219 -0.47970 -0.47645
N 0.84948 -1.25064 0.89558
C 0.74658 -2.77289 0.64053
C 1.18384 -3.42595 1.94091
C 1.83474 -2.34667 2.79890
C 1.36834 -0.99019 2.30552
C 2.39732 0.11435 2.47304
N 2.11986 1.28024 1.69654
C 0.90847 2.01736 2.01581
C 1.07359 3.33632 1.24874
C 2.58277 3.46692 0.94903
C 3.23117 2.19080 1.48530
C -2.20669 1.02554 -2.87569
C -3.60182 1.04180 -2.82540
H -6.24346 0.87254 -2.64312
H -6.31111 -0.66055 -3.51066
H -6.16734 -0.65522 -1.76365
H -4.20501 -2.30878 -2.88355
H -1.71921 -2.34249 -3.03523
H -0.11382 -0.90101 0.78534
H 1.39663 -3.00744 -0.20971
H -0.27463 -3.01108 0.31751
H 1.89203 -4.22380 1.71066
H 0.32003 -3.85444 2.45242
H 2.92881 -2.39589 2.73588
H 1.55685 -2.43689 3.85273
H 0.46304 -0.66168 2.83813
H 3.42198 -0.24608 2.29329
H 2.36118 0.39328 3.54717
H 0.82553 2.18504 3.11003
H 0.01341 1.44913 1.72247
H 0.67752 4.17357 1.82800
H 0.50044 3.26095 0.31846
H 2.74841 3.52716 -0.12722
H 3.01529 4.35247 1.41705
H 3.94611 1.73578 0.79182
H 3.77628 2.38080 2.43243
H -1.62922 1.94177 -2.95779
H -4.12519 2.00667 -2.83012

Atoms 1-6, force components in eV/Å:
-0.2 0.0 0.0
0.5 -0.1 0.0
0.3 0.2 -0.2
-0.3 0.3 0.2
-0.1 0.3 -0.3
0.1 0.4 0.8

For the LUMO energy, the calculation gives 0.211 eV. Its SMILES is Cc1ccc([S@@](=O)([O-])=NC(=O)[N@H+]2CCC[C@H]2CN2CCCC2)cc1. The gap between HOMO and LUMO comes out at 8.65 eV. The total charge is 0. As for the energy relative to the best compared isomer or geometry (same formula, charge and spin): 264.50 kJ/mol.

These are the Löwdin partial charges, in e, on atoms 1 to 8: C -0.060; C -0.276; C -0.042; C -0.057; C -0.282; S 0.608; O -0.310; O -0.310